{
  "formula": "C3H8N4",
  "method": "wB97M-V/def2-TZVPD",
  "homo_lumo_gap_ev": 8.732,
  "e_above_lowest_ev": 4.0408,
  "e_homo_ev": -8.10,
  "e_lumo_ev": 0.63,
  "spin_multiplicity": 1,
  "symbols": ["N", "N", "C", "N", "C", "C", "N", "H", "H", "H", "H", "H", "H", "H", "H"],
  "coordinates": [[-1.28308, -0.53775, -0.61026], [0.55309, 0.53323, -0.86839], [0.02280, -0.28158, 0.08578], [-2.50922, -0.10779, -0.00426], [1.81732, 1.06927, -0.91022], [0.30223, -0.80109, 1.28957], [2.81234, 0.94974, -0.11474], [-1.39459, -1.50284, -0.91396], [-0.70904, 0.20739, -1.41185], [-2.47192, 0.90747, 0.02148], [-2.51455, -0.42854, 0.96148], [2.60481, 0.33909, 0.67286], [1.95507, 1.69610, -1.79125], [1.21513, -0.57839, 1.81687], [-0.40038, -1.46431, 1.77688]],
  "nbo_charge": [-0.46, -0.72, 0.31, -0.63, 0.28, -0.58, -0.69, 0.40, 0.47, 0.36, 0.36, 0.32, 0.16, 0.22, 0.20]
}